1.
The following is a DFT calculation (ωB97M-V with the def2-TZVPD basis set) of a 6-piece molecular cluster, C25H63FN2O11PS5 overall at a distorted geometry.

```
! wB97M-V def2-TZVPD RIJCOSX def2/J DEFGRID3
* xyz 1 1
C 0.69029 8.74782 3.47893
C 0.10619 7.67287 2.44651
O 0.45206 6.37246 2.99053
P -0.12395 5.12106 2.02639
O -1.25625 5.67510 1.14807
C 1.18653 4.48045 0.82751
C 1.99460 3.21937 1.39154
C 1.91749 1.96131 0.40947
O 3.21950 1.58103 -0.02614
C 3.09007 0.43655 -0.88305
C 2.52564 -0.75049 0.04408
N 3.51281 -0.89991 1.11475
N 1.11022 -0.52464 0.48802
C 0.23244 -0.41652 -0.72839
O -1.07750 -0.91993 -0.53572
C -1.85014 -0.65426 -1.74191
C 0.60577 -1.47612 1.53165
C 0.69050 -3.01388 1.20033
C 2.06672 -3.72276 1.58206
O 0.39017 -3.40768 -0.13944
C 1.06924 0.84957 1.14313
F -0.26443 1.31001 1.17062
O -0.78771 3.87042 2.95012
C -2.18456 3.64798 2.61463
C -2.77300 2.45824 3.51714
H 0.11041 8.66973 4.43898
H 0.49073 9.78615 3.07720
H 1.78833 8.57019 3.61396
H 0.56951 7.88034 1.44563
H -1.00615 7.85819 2.42439
H 0.61765 4.25060 -0.12274
H 1.87938 5.33863 0.57114
H 3.05516 3.53008 1.59849
H 1.51227 2.96986 2.38591
H 1.34065 2.30344 -0.50262
H 2.49609 0.60218 -1.82139
H 4.13281 0.10246 -1.16968
H 2.58844 -1.69043 -0.58830
H 3.20109 -0.60148 2.03204
H 3.98744 -1.79563 1.11490
H 0.71532 -1.06976 -1.52543
H 0.15662 0.60797 -1.17597
H -1.25628 -0.92090 -2.67056
H -2.17054 0.42114 -1.81808
H -2.78454 -1.27041 -1.65510
H 1.20474 -1.32471 2.48219
H -0.45630 -1.25489 1.85495
H -0.07741 -3.52487 1.86579
H 1.90710 -4.84115 1.64141
H 2.47854 -3.34269 2.55370
H 2.81694 -3.58790 0.74067
H -0.58343 -3.35311 -0.20046
H 1.39277 0.82398 2.21803
H -2.82272 4.54804 2.85743
H -2.31276 3.31670 1.54658
H -2.13180 2.43971 4.44936
H -3.86164 2.62949 3.75597
H -2.65732 1.48893 2.96169
C -4.66454 -6.43837 -1.60007
S -3.16854 -6.52465 -0.59634
O -3.31049 -5.52364 0.50598
C -2.06895 -5.80719 -1.83065
H -5.49964 -6.80531 -1.00346
H -4.85478 -5.40541 -1.89580
H -4.54644 -7.06766 -2.48306
H -2.42205 -4.81255 -2.10983
H -2.03142 -6.45231 -2.70923
H -1.07182 -5.73019 -1.39583
C 7.65264 0.27101 -1.98175
S 7.06633 -0.93482 -3.18465
O 5.71418 -1.39082 -2.73018
C 8.24590 -2.22798 -2.75054
H 7.02267 1.15915 -2.05116
H 7.58272 -0.14661 -0.97572
H 8.68494 0.54306 -2.20523
H 8.14280 -2.48684 -1.69575
H 9.25885 -1.87944 -2.95561
H 8.03468 -3.10518 -3.36179
C 3.45328 4.14964 -2.50095
S 5.07609 4.25352 -3.27660
O 5.94998 3.27308 -2.56908
C 5.49673 5.89414 -2.65803
H 3.03074 3.17187 -2.73345
H 3.55433 4.25468 -1.41902
H 2.80108 4.92998 -2.89640
H 5.46613 5.89980 -1.56743
H 4.79336 6.62548 -3.05878
H 6.50380 6.13932 -2.99398
C -7.57361 -8.80324 2.84251
S -5.95197 -8.66852 2.06239
O -5.06055 -9.67368 2.70989
C -5.54336 -7.05529 2.75821
H -8.00529 -9.76703 2.57378
H -7.47018 -8.74110 3.92663
H -8.21992 -8.00299 2.47895
H -5.56889 -7.10397 3.84797
H -6.25595 -6.31190 2.39725
H -4.54016 -6.78291 2.42965
C -6.79363 0.45677 -2.87549
S -5.20242 0.60057 -3.71184
O -4.26661 -0.36769 -3.05953
C -4.80597 2.24248 -3.07950
H -7.21243 -0.52371 -3.10031
H -6.65728 0.55527 -1.79756
H -7.46806 1.23127 -3.24252
H -4.79524 2.22884 -1.98840
H -5.54500 2.95903 -3.43963
H -3.81987 2.52411 -3.44895
*
```

The value obtained for the total energy is -4359.214414 a.u. For the strongest force on any atom, the calculation gives 4.7 eV Å⁻¹. The value obtained for the energy above the lowest of the compared OMol25 structures with the same formula, charge and spin is 71.0 kcal per mole. Its frontier orbital gap is 8.17 eV.

=====

2.
The following is a DFT calculation (ωB97M-V with the def2-TZVPD basis set) of C25H64F3N5O8Zr as an isolated structure at a distorted geometry.

```
! wB97M-V def2-TZVPD RIJCOSX def2/J DEFGRID3
* xyz 2 1
Zr 1.87786 2.15960 1.82978
C 0.15697 -0.38259 0.21233
O 0.80087 0.89102 0.40949
H 0.15351 -0.77670 -0.80393
H 0.43172 -1.18824 0.89317
H -0.88079 -0.10223 0.39280
C 4.22519 -0.41440 1.76171
O 3.39651 -1.44702 2.18863
O 3.59763 0.77154 2.21404
C 5.69927 -0.68953 2.40084
F 6.52267 0.34302 2.54257
F 5.73246 -1.23932 3.61503
F 6.47242 -1.51356 1.64710
C 3.30559 -2.69095 1.49328
C 2.52643 -3.57097 2.37443
H 2.71523 -3.79502 3.42430
H 1.47803 -3.27586 2.41788
H 2.61574 -4.57940 1.97046
H 4.30035 -3.05875 1.24171
H 2.64842 -2.39045 0.67723
H 4.16196 -0.41372 0.67354
C -4.30820 2.07453 6.37409
C -5.47371 1.77677 5.41716
C -5.05766 0.61480 4.47885
O -4.40077 1.00427 3.32306
C -4.03003 -0.04575 2.41787
N -6.61822 1.46410 6.28475
H -3.48200 2.43430 5.76083
H -3.91091 1.30200 7.03245
H -4.45090 2.95017 7.00733
H -5.76198 2.70039 4.91524
H -5.94549 0.06716 4.16270
H -4.54414 -0.19798 4.99246
H -3.39597 0.26938 1.58916
H -4.85294 -0.45887 1.83456
H -3.64772 -0.88025 3.00571
H -7.39718 1.03337 5.80749
H -7.11104 2.23974 6.70382
C -0.23358 -5.95900 -1.35236
C -1.71138 -6.04582 -1.57778
C -2.19359 -4.93545 -2.42120
O -1.87325 -3.67816 -1.94869
C -2.49682 -3.37598 -0.73916
N -1.91825 -7.31048 -2.24864
H 0.02811 -6.77166 -0.67472
H 0.18155 -5.12164 -0.79146
H 0.33767 -5.95268 -2.28066
H -2.11696 -6.08835 -0.56694
H -3.22245 -5.05087 -2.76213
H -1.64125 -4.97036 -3.36024
H -2.29618 -2.33632 -0.48042
H -2.03148 -4.01951 0.00745
H -3.57980 -3.39785 -0.86078
H -1.18764 -7.93800 -1.94446
H -1.83543 -7.19538 -3.24864
C 5.02024 0.10350 -2.14342
C 4.41047 -1.27706 -2.08039
C 3.10485 -1.32171 -2.98129
O 2.53670 -2.64317 -3.20140
C 1.60419 -3.14766 -2.29345
N 5.25501 -2.37693 -2.47203
H 6.03715 0.13819 -1.75250
H 4.42970 0.89788 -1.68701
H 5.16281 0.46494 -3.16181
H 4.19117 -1.55845 -1.05042
H 3.35985 -0.92748 -3.96499
H 2.30638 -0.62659 -2.72172
H 1.39540 -4.08709 -2.80526
H 0.69671 -2.54439 -2.26782
H 1.99006 -3.39398 -1.30425
H 5.31292 -2.33567 -3.47953
H 4.60794 -3.13790 -2.32263
C -1.88416 3.11999 0.99488
C -0.56482 4.01123 0.64656
C -0.86858 5.52717 0.38066
O 0.35267 6.24246 0.08828
C 0.99093 6.15302 -1.18766
N 0.45958 3.99384 1.69433
H -2.80440 3.67335 0.80766
H -1.91270 2.69807 1.99951
H -1.80528 2.34018 0.23740
H -0.14755 3.80905 -0.33991
H -1.40567 5.95359 1.22790
H -1.64060 5.71524 -0.36549
H 1.27400 7.13235 -1.57352
H 0.45871 5.58146 -1.94802
H 1.96248 5.66057 -1.14635
H -0.04944 4.40978 2.46114
H 0.92887 4.83994 1.40458
C 1.70995 2.99991 -2.96714
C 0.72623 1.85897 -3.11693
C -0.69762 2.20157 -2.48436
O -1.14828 3.40840 -3.01885
C -2.37286 3.91772 -2.75539
N 0.57045 1.63078 -4.50689
H 2.60823 2.43363 -2.72113
H 1.65092 3.48405 -1.99236
H 1.69771 3.72633 -3.77970
H 0.99408 0.94652 -2.58423
H -0.50655 2.22574 -1.41151
H -1.45886 1.44211 -2.66285
H -2.57538 3.86016 -1.68591
H -3.20267 3.40947 -3.24652
H -2.41814 5.00122 -2.86522
H -0.23281 1.02210 -4.57305
H 0.13155 2.50648 -4.75309
*
```

The value obtained for the total energy is -2212.310884 a.u. For the strongest force on any atom, the calculation gives 8.2 eV Å⁻¹. Its frontier orbital gap is 1.53 eV.

=====

3.
The following is a DFT calculation (ωB97M-V with the def2-TZVPD basis set) of a 6-piece molecular cluster, C25H66NO17P2S5 overall.

```
! wB97M-V def2-TZVPD RIJCOSX def2/J DEFGRID3
* xyz -1 1
C -5.69854 8.42460 -2.23211
O -4.70709 7.42401 -2.14468
C -5.06442 6.12962 -2.63419
C -6.54578 5.78280 -2.65860
C -6.74340 4.33155 -3.12870
C -8.03004 3.64486 -2.61780
C -9.04424 3.28093 -3.70666
P -10.06916 4.76821 -4.32526
C -9.15239 4.78988 -6.08800
C -9.03032 6.08837 -6.79445
C -8.08456 7.09908 -6.17084
N -9.70357 6.34396 -7.85162
P -11.58258 6.42459 -4.91183
C -12.66885 6.29880 -3.42157
O -10.74897 7.85527 -4.46299
H -6.06937 8.55837 -3.25698
H -5.22746 9.35694 -1.91202
H -6.55413 8.22288 -1.57654
H -4.64151 6.01362 -3.64438
H -4.54364 5.40940 -1.98972
H -6.98648 5.89979 -1.66137
H -7.08732 6.44991 -3.33284
H -5.87380 3.75372 -2.78717
H -6.71432 4.30143 -4.22316
H -8.54295 4.30586 -1.90281
H -7.73589 2.74151 -2.07066
H -9.80643 2.61636 -3.27831
H -8.55811 2.73066 -4.52401
H -9.10157 5.76434 -3.84288
H -10.70180 4.73749 -2.97805
H -11.11437 3.85480 -4.86122
H -8.13893 4.46040 -5.83049
H -9.60219 4.04088 -6.74873
H -7.24680 6.59862 -5.67568
H -8.62168 7.69133 -5.42470
H -7.68111 7.76392 -6.94333
H -9.50030 7.29532 -8.16596
H -13.29874 7.19755 -3.36424
H -12.09191 6.20291 -2.49444
H -13.33085 5.43300 -3.53005
H -11.40302 8.54256 -4.28602
O -5.25801 1.84015 -1.08284
S -3.92658 1.87739 -0.56368
O -2.81650 1.85906 -1.46951
O -3.75474 0.71433 0.50710
C -4.22257 -0.60765 0.12936
C -3.31549 -1.26203 -0.88608
C -3.75204 3.23907 0.53472
H -5.24822 -0.52452 -0.23207
H -4.23616 -1.15441 1.07027
H -3.36032 -0.74673 -1.84438
H -3.62069 -2.29781 -1.03884
H -2.28061 -1.25612 -0.54880
H -4.58479 3.23198 1.23219
H -3.77691 4.13566 -0.08219
H -2.79824 3.15432 1.04839
O -0.46733 -2.34453 -1.98766
S 0.59880 -1.93015 -2.85029
O 1.22296 -2.89864 -3.70046
O 1.70244 -1.19028 -1.98031
C 2.16752 -1.86133 -0.78184
C 3.13824 -2.98072 -1.07791
C 0.08380 -0.54612 -3.80243
H 1.30079 -2.21161 -0.22008
H 2.64209 -1.06698 -0.20883
H 2.64531 -3.80164 -1.59797
H 3.55602 -3.36557 -0.14855
H 3.95227 -2.62068 -1.70881
H -0.37310 0.18470 -3.13972
H -0.64463 -0.91960 -4.51907
H 0.94864 -0.13585 -4.31670
O 7.18553 -5.06099 0.22147
S 5.97437 -5.81659 0.34873
O 4.80902 -5.17617 0.88084
O 6.27649 -7.14401 1.15725
C 6.96943 -7.00476 2.43035
C 6.04610 -6.56717 3.54165
C 5.56406 -6.56283 -1.18957
H 7.80144 -6.31370 2.29089
H 7.38067 -7.99513 2.61410
H 5.68454 -5.55462 3.37815
H 6.58377 -6.58207 4.48949
H 5.18508 -7.23281 3.60788
H 6.44241 -7.06938 -1.57919
H 5.25626 -5.75648 -1.85232
H 4.74252 -7.25600 -1.03015
O 5.14841 -3.17236 6.32601
S 6.17347 -2.64662 5.47511
O 6.97403 -3.55635 4.71253
O 7.09706 -1.68671 6.33013
C 7.52826 -2.12564 7.63932
C 8.64101 -3.14060 7.57126
C 5.51348 -1.43100 4.38892
H 6.66187 -2.49683 8.18820
H 7.86426 -1.20515 8.11332
H 8.31163 -4.10354 7.18431
H 9.04006 -3.29820 8.57351
H 9.44876 -2.78016 6.93396
H 4.91888 -0.72877 4.96613
H 4.89419 -1.96499 3.67074
H 6.33669 -0.93438 3.88282
O 10.82367 -5.33342 6.86266
S 11.24799 -5.71640 5.54840
O 10.83101 -6.98267 5.02943
O 12.83006 -5.59806 5.46516
C 13.59915 -6.23914 6.51413
C 13.69695 -7.73716 6.32871
C 10.84734 -4.45123 4.39730
H 13.16062 -5.97421 7.47677
H 14.57699 -5.76726 6.44304
H 12.73010 -8.22020 6.45831
H 14.39047 -8.14331 7.06612
H 14.06595 -7.97616 5.33148
H 11.19191 -3.49854 4.78965
H 9.76238 -4.45823 4.29890
H 11.31829 -4.68382 3.44606
*
```

The value obtained for the total energy is -4999.481495 a.u. For the strongest force on any atom, the calculation gives 0.5 eV Å⁻¹. The value obtained for the energy above the lowest of the compared OMol25 structures with the same formula, charge and spin is 0.0 kcal per mole. Its frontier orbital gap is 4.21 eV.

=====

4.
The following is a DFT calculation (ωB97M-V with the def2-TZVPD basis set) of C25H68AlBBeClKN2O18P4 as an isolated structure at a distorted geometry.

```
! wB97M-V def2-TZVPD RIJCOSX def2/J DEFGRID3
* xyz 2 1
C -4.85531 -2.00213 -3.34139
C -5.23312 -1.49711 -1.91040
P -4.14785 -2.38300 -0.68607
C -5.14525 -2.46636 0.87959
B -2.54294 -1.25611 -0.38964
O -2.31745 -0.10400 -1.29719
C -1.01993 -0.18998 -1.93373
C -0.99540 -1.79884 -2.14756
O -1.49005 -2.20848 -0.84808
H -3.87399 -2.48404 -3.30115
H -4.85753 -1.15691 -4.03164
H -5.55361 -2.76345 -3.69300
H -5.03791 -0.42704 -1.83366
H -6.27503 -1.75758 -1.71844
H -5.26047 -1.47093 1.31775
H -4.73807 -3.18571 1.59175
H -6.15017 -2.80111 0.60029
H -2.45482 -0.83097 0.74430
H -1.14522 0.29465 -2.90031
H -0.11105 0.17081 -1.36005
H -1.62303 -1.96195 -3.02177
H 0.06891 -2.16574 -2.29447
K 0.23410 -1.68369 -0.00953
Al -1.96528 -4.81292 -0.40164
C 1.08470 2.74609 -5.81782
O 1.92698 1.62196 -6.18181
P 2.86930 0.89507 -5.15253
O 2.36872 0.85949 -3.68008
O 4.24566 1.57763 -5.30456
C 4.41053 2.96600 -4.88823
O 3.06014 -0.51438 -5.71993
C 3.67697 -0.68360 -7.03364
H 0.05693 2.40710 -5.72236
H 1.40238 3.21641 -4.88954
H 1.14698 3.48120 -6.61524
H 3.93081 3.14492 -3.92498
H 3.98866 3.62526 -5.64577
H 5.47316 3.16616 -4.79858
H 4.71717 -0.37321 -7.00083
H 3.13876 -0.11238 -7.78618
H 3.63457 -1.73564 -7.29009
Cl 0.76990 1.25785 -3.10614
C 6.32844 -3.55901 -10.99555
C 5.18471 -2.57619 -10.82481
O 5.36690 -1.66577 -9.74802
C 6.50959 -0.82614 -9.82492
C 6.53310 0.06886 -11.05109
H 6.48400 -4.12821 -10.07795
H 6.10880 -4.25499 -11.80514
H 7.26690 -3.05742 -11.23383
H 4.27101 -3.12747 -10.59992
H 4.99533 -2.02948 -11.75401
H 7.42358 -1.42482 -9.76100
H 6.48644 -0.20216 -8.92914
H 6.56889 -0.50675 -11.97613
H 7.40928 0.71715 -11.02885
H 5.63722 0.69125 -11.08720
C 9.46688 5.52455 -3.67312
O 9.02575 5.96148 -4.97042
P 8.22744 4.95002 -5.89893
O 7.42662 3.96033 -5.17803
O 9.33013 4.34478 -6.86461
C 10.32671 3.48145 -6.30488
O 7.40853 5.88907 -6.85075
C 8.10843 6.81267 -7.70387
H 8.81199 5.94459 -2.91249
H 9.46861 4.43954 -3.58550
H 10.47922 5.89047 -3.51673
H 9.87997 2.76403 -5.61553
H 11.08219 4.07487 -5.78836
H 10.80105 2.94163 -7.11920
H 8.68310 6.27162 -8.45312
H 8.76741 7.45396 -7.12031
H 7.36844 7.42869 -8.20647
C -4.35408 1.35618 5.37101
O -5.71889 1.04660 5.14459
C -5.93691 0.22683 4.00175
C -6.43674 -1.14161 4.41621
N -5.38450 -1.90927 5.07649
C -5.85792 -3.13128 5.72338
C -6.82311 -2.98189 6.89620
O -6.24554 -2.37075 8.04691
C -6.28247 -0.96200 8.06336
H -4.30861 2.07621 6.18627
H -3.78578 0.46532 5.65976
H -3.90280 1.80636 4.48303
H -5.04056 0.15080 3.37911
H -6.71490 0.71259 3.40598
H -6.77534 -1.68788 3.53127
H -7.29920 -0.99251 5.07907
H -4.94782 -1.32859 5.78048
H -4.97179 -3.65627 6.08891
H -6.31607 -3.77621 4.96787
H -7.10608 -3.98872 7.21143
H -7.75543 -2.48037 6.61604
H -7.16162 -0.56040 7.54623
H -5.36729 -0.54301 7.63458
H -6.31951 -0.64444 9.11521
O 5.13427 -3.27234 0.94263
P 4.66860 -2.75375 2.29687
O 5.42050 -1.48054 2.66579
O 4.91678 -3.78908 3.38590
O 3.17148 -2.47887 2.23269
C -5.35425 -0.79316 14.53439
C -5.68386 -1.60250 13.28901
C -4.77976 -1.30003 12.09409
O -5.13748 -0.05595 11.52309
C -4.34496 1.06247 11.94554
N -7.08799 -1.26061 12.85874
H -5.61637 0.25998 14.42433
H -5.90290 -1.17490 15.39736
H -4.29306 -0.86000 14.76487
H -5.66580 -2.66631 13.52522
H -4.96180 -2.05330 11.32023
H -3.72214 -1.35578 12.35223
H -3.34102 0.76426 12.24759
H -4.84002 1.58373 12.76637
H -4.27022 1.75257 11.10801
H -7.74908 -1.21296 13.63422
H -7.44332 -1.91989 12.16236
H -7.05844 -0.34343 12.38123
Be -7.89468 0.40879 9.72634
*
```

The value obtained for the total energy is -5163.961436 a.u. For the strongest force on any atom, the calculation gives 8.0 eV Å⁻¹. Its frontier orbital gap is 3.66 eV.